(1)
DFT (ωB97M-V with the def2-TZVPD basis set) results for a 2-piece molecular cluster, C4H8NO3 overall.

CARTESIAN COORDINATES (ANGSTROEM)
C 1.481 -0.775 2.666
C 1.003 -0.408 1.284
O 1.682 -0.730 0.308
N -0.142 0.268 1.184
H -0.609 0.446 0.233
H -0.725 0.337 2.000
H 2.498 -1.156 2.620
H 0.812 -1.534 3.077
H 1.459 0.076 3.351
C -0.665 0.078 -2.694
C -1.613 1.065 -2.010
O -1.732 0.918 -0.743
O -2.183 1.916 -2.711
H 0.303 0.550 -2.858
H -1.069 -0.266 -3.655
H -0.501 -0.783 -2.052

Output
Charge: -1
Electronic energy, Eh: -437.79134
E_HOMO, eV: -4.49
Relative energy (zero: lowest compared OMol25 entry of this formula, charge and spin), eV: 0.385
Frontier orbital gap, eV: 8.06

These are the natural (NBO) partial charges, in e, on atoms 1 to 8:
1. C -0.71
2. C 0.65
3. O -0.67
4. N -0.83
5. H 0.46
6. H 0.36
7. H 0.22
8. H 0.21



(2)
DFT (ωB97M-V with the def2-TZVPD basis set) results for one molecule with the formula C22H28ClN3O3.

CARTESIAN COORDINATES (ANGSTROEM)
C 0.926 5.307 -0.737
C 1.191 3.895 -0.259
O 0.483 3.316 0.535
N 2.305 3.349 -0.822
C 2.759 2.032 -0.632
C 2.642 1.397 0.597
C 3.025 0.077 0.740
C 3.511 -0.641 -0.350
C 3.713 0.029 -1.557
C 3.345 1.351 -1.696
H 3.487 1.851 -2.644
H 4.142 -0.515 -2.384
O 3.845 -1.964 -0.321
C 3.085 -2.845 0.481
C 2.173 -3.747 -0.377
O 1.616 -4.750 0.437
H 1.079 -4.312 1.108
C 1.092 -2.925 -1.109
N 0.260 -2.193 -0.166
C 0.026 -0.801 -0.508
C -0.527 -0.088 0.729
N -1.800 -0.659 1.121
C -2.964 -0.097 0.596
C -3.861 -0.837 -0.176
C -5.020 -0.259 -0.656
C -5.322 1.064 -0.397
C -4.447 1.788 0.397
C -3.288 1.237 0.917
C -2.454 2.049 1.862
H -3.086 2.757 2.393
H -1.683 2.619 1.343
H -1.964 1.399 2.583
H -4.691 2.812 0.639
H -6.222 1.511 -0.785
Cl -6.104 -1.218 -1.614
H -3.662 -1.869 -0.415
C -1.687 -2.091 1.288
H -2.670 -2.515 1.494
C -1.029 -2.812 0.100
H -0.893 -3.867 0.346
H -1.680 -2.752 -0.791
H -1.053 -2.253 2.169
H -0.626 0.973 0.522
H 0.179 -0.223 1.554
H 0.962 -0.334 -0.809
H -0.697 -0.701 -1.338
H 1.600 -2.225 -1.776
H 0.497 -3.610 -1.727
H 2.781 -4.271 -1.121
H 3.786 -3.480 1.032
H 2.448 -2.307 1.189
H 2.934 -0.388 1.709
H 2.233 1.933 1.437
H 2.735 3.853 -1.585
H 0.691 5.302 -1.800
H 0.081 5.717 -0.191
H 1.800 5.933 -0.573

Output
Electronic energy, Eh: -1705.31800
SMILES: CC(=O)Nc1ccc(OC[C@@H](O)CN2CCN(c3cc(Cl)ccc3C)CC2)cc1
E_HOMO, eV: -7.70
Relative energy (zero: lowest compared OMol25 entry of this formula, charge and spin), eV: 0.851
Frontier orbital gap, eV: 8.24

These are the natural (NBO) partial charges, in e, on atoms 1 to 8:
1. C -0.71
2. C 0.69
3. O -0.62
4. N -0.61
5. C 0.10
6. C -0.15
7. C -0.30
8. C 0.30



(3)
DFT (ωB97M-V with the def2-TZVPD basis set) results for a 2-piece molecular cluster, C2H8NO overall in a non-equilibrium geometry.

CARTESIAN COORDINATES (ANGSTROEM)
O -2.864 0.420 0.135
H -3.336 0.498 -0.702
H -3.532 0.240 0.807
H 2.016 -0.884 1.002
C 2.152 -0.465 0.003
C 0.819 -0.082 -0.512
N -0.098 0.494 0.175
H 2.811 0.401 0.102
H 2.605 -1.232 -0.613
H 0.466 -0.526 -1.439
H 0.048 0.749 1.149
H -1.089 0.388 -0.108

Output
Charge: +1
Electronic energy, Eh: -210.74119
E_HOMO, eV: -16.37
Relative energy (zero: lowest compared OMol25 entry of this formula, charge and spin), eV: 0.324
Frontier orbital gap, eV: 11.51

These are the natural (NBO) partial charges, in e, on atoms 1 to 8:
1. O -0.98
2. H 0.50
3. H 0.51
4. H 0.27
5. C -0.72
6. C 0.34
7. N -0.60
8. H 0.29



(4)
DFT (ωB97M-V with the def2-TZVPD basis set) results for an isolated ion of composition C11H15N4O2S and charge +1 in a non-equilibrium geometry.

CARTESIAN COORDINATES (ANGSTROEM)
C 3.617 -2.568 0.728
C 2.984 -1.532 -0.251
S 3.682 0.129 0.070
C 2.432 1.079 1.000
C 1.086 1.174 0.272
N 0.073 0.700 0.940
N -1.101 0.803 0.352
C -2.302 0.324 1.067
C -2.858 -0.996 0.471
C -4.393 -0.927 0.298
N -5.065 -1.603 -0.776
O -5.037 -0.316 1.096
C -1.211 1.355 -0.837
C -0.185 1.846 -1.627
C 1.093 1.761 -1.038
N 2.231 2.246 -1.698
C 2.604 3.329 -1.221
O 3.155 4.250 -0.823
H 2.865 -3.078 1.342
H 4.133 -3.360 0.167
H 4.376 -2.113 1.372
H 1.888 -1.557 -0.242
H 3.312 -1.796 -1.263
H 2.298 0.588 1.971
H 2.820 2.089 1.194
H -3.067 1.090 0.873
H -2.153 0.306 2.146
H -2.687 -1.821 1.177
H -2.384 -1.228 -0.493
H -4.739 -1.268 -1.679
H -4.910 -2.608 -0.733
H -2.224 1.431 -1.237
H -0.332 2.270 -2.615

Output
Charge: +1
Electronic energy, Eh: -1195.55138
SMILES: CCSCc1nn(CCC(N)=O)ccc1=[N+]=C=O
E_HOMO, eV: -11.82
Frontier orbital gap, eV: 6.87

These are the natural (NBO) partial charges, in e, on atoms 1 to 8:
1. C -0.63
2. C -0.54
3. S 0.23
4. C -0.58
5. C 0.17
6. N -0.15
7. N -0.07
8. C -0.22



(5)
DFT (ωB97M-V with the def2-TZVPD basis set) results for one molecule with the formula C24H32N6 in a non-equilibrium geometry.

CARTESIAN COORDINATES (ANGSTROEM)
C -2.061 -3.140 2.545
H -3.024 -3.523 2.214
H -2.218 -2.524 3.427
H -1.442 -3.989 2.828
C -1.380 -2.338 1.439
C -1.209 -3.191 0.184
H -0.526 -4.015 0.381
H -2.158 -3.619 -0.133
H -0.804 -2.600 -0.635
C -2.114 -1.023 1.148
C -3.555 -1.207 0.668
N -4.110 0.050 0.257
C -3.859 0.803 -0.844
N -4.607 1.882 -0.763
N -5.293 1.783 0.366
N -5.014 0.712 0.981
C -2.916 0.457 -1.933
N -1.549 0.831 -1.594
C -1.385 2.273 -1.482
C -0.016 2.585 -0.857
N 1.032 1.652 -1.261
C 0.713 1.087 -2.552
C -0.606 0.289 -2.567
H -0.419 -0.759 -2.307
H -1.021 0.315 -3.588
H 0.645 1.924 -3.254
H 1.529 0.440 -2.879
C 1.354 0.658 -0.243
C 1.830 1.324 1.031
C 2.592 2.484 0.991
C 3.062 3.056 2.159
C 2.782 2.471 3.383
C 2.024 1.314 3.432
C 1.551 0.746 2.262
H 0.957 -0.156 2.308
H 1.798 0.854 4.382
H 3.150 2.917 4.295
H 3.650 3.961 2.115
H 2.800 2.944 0.038
C 2.484 -0.244 -0.689
C 3.606 0.282 -1.318
C 4.654 -0.541 -1.687
C 4.599 -1.900 -1.423
C 3.489 -2.430 -0.790
C 2.438 -1.605 -0.426
H 1.575 -2.028 0.068
H 3.439 -3.488 -0.580
H 5.419 -2.542 -1.709
H 5.518 -0.122 -2.181
H 3.645 1.340 -1.527
H 0.481 0.030 0.000
H 0.285 3.594 -1.161
H -0.096 2.573 0.231
H -2.176 2.671 -0.845
H -1.483 2.756 -2.468
H -3.260 0.962 -2.852
H -2.935 -0.625 -2.099
H -4.195 -1.579 1.470
H -3.594 -1.895 -0.180
H -2.125 -0.410 2.052
H -1.573 -0.468 0.376
H -0.380 -2.061 1.795

Output
Electronic energy, Eh: -1262.23305
SMILES: CC(C)CCn1nnnc1CN1CCN(C(c2ccccc2)c2ccccc2)CC1
E_HOMO, eV: -8.64
Relative energy (zero: lowest compared OMol25 entry of this formula, charge and spin), eV: 0.517
Frontier orbital gap, eV: 9.25

These are the natural (NBO) partial charges, in e, on atoms 1 to 8:
1. C -0.61
2. H 0.20
3. H 0.21
4. H 0.21
5. C -0.21
6. C -0.61
7. H 0.22
8. H 0.20



(6)
DFT (ωB97M-V with the def2-TZVPD basis set) results for C25H31Br2N6O2Sn as an isolated structure.

CARTESIAN COORDINATES (ANGSTROEM)
Sn -1.620 0.449 1.077
N -2.170 2.026 -0.817
C -3.473 2.722 -0.631
C -4.545 1.724 -0.229
N -4.164 0.935 0.966
C -4.585 1.496 2.267
C -3.672 2.622 2.711
N -2.241 2.189 2.702
H -1.452 2.709 -1.037
H -2.230 1.421 -1.630
H -3.795 3.228 -1.539
H -3.338 3.486 0.131
H -4.699 1.025 -1.053
H -5.487 2.256 -0.075
H -4.593 0.022 0.885
H -4.547 0.688 2.999
H -5.612 1.867 2.236
H -3.975 2.945 3.703
H -3.776 3.479 2.054
H -2.010 1.780 3.603
H -1.637 3.002 2.624
O 2.077 -0.049 2.773
C 3.090 0.609 2.389
C 4.308 0.512 3.147
C 5.367 1.273 2.778
C 5.260 2.124 1.647
C 4.058 2.205 0.881
C 2.981 1.454 1.215
C 1.671 1.470 0.417
O 0.598 1.068 1.168
N 1.929 0.576 -0.782
N 0.991 -0.067 -1.393
C 1.386 -0.773 -2.446
C 0.531 -1.595 -3.194
Br -1.248 -1.878 -2.624
C 0.905 -2.350 -4.307
C 1.976 -2.158 -5.205
C 2.691 -0.938 -5.356
C 3.668 -0.825 -6.308
C 3.961 -1.912 -7.141
C 3.271 -3.118 -7.019
C 2.281 -3.237 -6.077
H 1.297 0.253 2.136
H 4.331 -0.138 4.015
H 6.286 1.242 3.350
H 6.112 2.727 1.354
H 4.008 2.878 0.029
H 1.556 2.491 0.026
H 2.875 0.547 -1.143
H 2.441 -0.803 -2.710
H 0.265 -3.199 -4.523
H 2.413 -0.072 -4.771
H 4.198 0.111 -6.443
H 4.717 -1.804 -7.911
H 3.507 -3.948 -7.671
H 1.738 -4.170 -5.969
Br -0.686 -2.843 1.147
C -1.569 -2.702 2.836
C -1.845 -3.860 3.535
C -2.466 -3.729 4.769
C -2.772 -2.462 5.243
C -2.459 -1.375 4.455
N -1.865 -1.481 3.254
H -1.579 -4.827 3.130
H -2.706 -4.611 5.349
H -3.244 -2.323 6.209
H -2.687 -0.369 4.794

Output
Charge: +3
Electronic energy, Eh: -6811.62265
E_HOMO (spin up / spin down), eV: -15.63 / -15.99
Frontier orbital gap (spin up / spin down), eV: 5.17 / 5.85

These are the natural (NBO) partial charges, in e, on atoms 1 to 8:
1. Sn 1.47
2. N -0.90
3. C -0.24
4. C -0.25
5. N -0.70
6. C -0.24
7. C -0.24
8. N -0.92